Record 1
A cluster of 11 separate species, C17H56N10O11 in total in a non-equilibrium geometry. Source: OMol25; level of theory: the ωB97M-V functional and the def2-TZVPD basis.

Atoms and positions in Å:
N (-1.7003, 2.4558, 1.8293)
C (-0.9633, 3.1158, 0.9423)
N (-1.1653, 4.3948, 0.9533)
O (-0.1293, 2.5348, 0.0473)
H (-1.7113, 1.4698, 1.9473)
H (-2.4383, 2.9348, 2.2153)
H (-0.5863, 4.8638, 0.2713)
H (-1.8293, 5.0548, 1.4073)
N (-0.7313, -1.9252, 1.7813)
C (-1.3523, -1.4592, 2.8103)
N (-1.3543, -2.1902, 3.9043)
O (-1.9053, -0.1692, 2.7473)
H (-0.6123, -1.2172, 1.0083)
H (-0.5453, -2.9572, 1.5993)
H (-2.0113, -1.8852, 4.6443)
H (-0.8183, -3.0462, 3.9693)
N (1.7727, -3.8492, -2.4047)
C (2.4947, -4.2872, -3.3897)
N (3.3657, -3.4642, -3.9247)
O (2.4157, -5.5822, -3.8047)
H (1.0127, -4.4682, -1.9747)
H (1.9217, -2.8822, -2.1437)
H (3.9337, -3.9072, -4.6877)
H (3.3357, -2.4302, -3.8887)
N (1.9517, 2.9868, -1.6647)
C (2.0277, 2.4698, -2.7707)
N (2.9547, 3.0488, -3.4297)
O (1.2547, 1.4778, -3.3447)
H (1.2257, 2.5168, -1.0907)
H (2.6757, 3.5798, -1.3347)
H (3.2767, 2.5358, -4.2647)
H (3.5367, 3.8198, -3.0217)
N (-1.1303, -4.5352, 1.1523)
C (-0.0603, -4.8572, 0.4613)
N (0.9857, -4.7912, 1.1763)
O (-0.0863, -4.9392, -0.9307)
H (-2.0243, -4.5372, 0.7413)
H (-1.0693, -4.5862, 2.2063)
H (1.8107, -5.1562, 0.6653)
H (1.1397, -4.1072, 1.9643)
C (2.1837, -1.6632, 0.0083)
C (2.5437, -0.5492, -1.0017)
C (3.9727, -0.1432, -0.8227)
O (2.3487, -0.9032, -2.2157)
H (2.5027, -2.6532, -0.1397)
H (1.1067, -1.6752, 0.0713)
H (2.5637, -1.2702, 0.9393)
H (1.9247, 0.2508, -0.7137)
H (4.0447, 0.1148, 0.1993)
H (4.3087, 0.8348, -1.2397)
H (4.7517, -0.8802, -1.0947)
H (1.7947, -0.1932, -2.5927)
C (2.9907, 2.4328, 1.8633)
C (1.8947, 2.1378, 2.7713)
C (1.2897, 0.7738, 2.5473)
O (2.3087, 2.1018, 3.9543)
H (3.9197, 1.9518, 2.1713)
H (3.1487, 3.5038, 1.8633)
H (2.5827, 2.2708, 0.8193)
H (1.1807, 3.0128, 2.5813)
H (2.0487, 0.0218, 2.8143)
H (0.9927, 0.5138, 1.5233)
H (0.4567, 0.5078, 3.1333)
H (1.5487, 1.9808, 4.5743)
C (-0.9783, -1.4582, -1.9527)
C (-1.1713, -0.0902, -1.2227)
C (-2.6283, 0.3378, -1.0007)
O (-0.7173, 0.0368, -0.0957)
H (-1.8563, -1.8372, -2.4727)
H (-0.8063, -2.2152, -1.1847)
H (-0.1253, -1.5302, -2.6447)
H (-0.6553, 0.6438, -1.8487)
H (-3.3153, 0.1858, -1.8607)
H (-2.6533, 1.3798, -0.6367)
H (-3.1553, -0.1642, -0.1957)
H (-0.2633, 0.8498, -0.1387)
C (-4.6763, 3.0158, 1.5273)
O (-4.2263, 3.7558, 2.6683)
H (-4.2103, 3.3488, 0.6233)
H (-5.7813, 3.0808, 1.2983)
H (-4.4203, 1.9628, 1.6193)
H (-4.6933, 3.5428, 3.4813)
C (-1.3543, 3.4318, -3.4437)
O (-1.1433, 3.6688, -2.1227)
H (-1.3353, 2.3148, -3.5727)
H (-0.4843, 3.9028, -3.8677)
H (-2.3153, 3.8498, -3.8467)
H (-0.2813, 3.9728, -2.0037)
C (-4.3203, -2.3872, 1.5543)
O (-3.3273, -2.9062, 0.6083)
H (-3.9103, -2.1142, 2.5163)
H (-4.9823, -3.2152, 1.8833)
H (-4.9283, -1.5632, 1.3103)
H (-2.5593, -2.3112, 0.6323)

## Properties
* frontier orbital gap: 7.51 eV
* spin multiplicity: 1
* relative energy (zero: lowest compared OMol25 entry of this formula, charge and spin): 974.3 kJ/mol
* SMILES: NC(N)=O.NC(N)=O.NC(N)=O.NC(N)=O.NC(N)=O.CC(C)O.CC(C)O.CC(C)O.CO.CO.CO
* highest occupied orbital energy: -0.2808 Ha


Record 2
A structure of composition C44H55ClN12NaO11PS3. Source: OMol25; level of theory: the ωB97M-V functional and the def2-TZVPD basis.

Atoms and positions in Å:
Na (0.3794, 0.6370, -0.0819)
C (-0.9538, -4.8021, -3.8978)
S (0.5986, -4.0690, -4.4369)
C (0.7264, -2.6329, -3.4240)
S (-0.6290, -2.1311, -2.3787)
N (1.8072, -1.9742, -3.5493)
N (2.0646, -0.9842, -2.6537)
C (2.4384, 0.1408, -3.0997)
C (2.9720, 1.1490, -2.1625)
C (3.4625, 2.3547, -2.6526)
C (4.0334, 3.2488, -1.7600)
C (4.0768, 2.9167, -0.4186)
C (3.5293, 1.7025, -0.0186)
N (3.0071, 0.8311, -0.8664)
H (-1.0466, -5.7152, -4.4864)
H (-1.7878, -4.1392, -4.1087)
H (-0.9181, -5.0649, -2.8424)
H (2.4243, 0.3756, -4.1651)
H (3.3970, 2.5762, -3.7108)
H (4.4277, 4.1963, -2.1092)
H (4.5038, 3.5863, 0.3165)
H (3.4903, 1.4182, 1.0265)
C (-0.2820, 6.1266, 1.4322)
N (0.4326, 5.0807, 0.7372)
C (1.5923, 5.5465, 0.0037)
P (-0.3099, 3.6567, 0.2513)
O (0.7003, 2.7967, -0.4029)
N (-1.5640, 3.9334, -0.8126)
C (-1.2923, 3.8629, -2.2395)
C (-2.6990, 4.7599, -0.4668)
N (-1.0837, 3.1831, 1.6240)
C (-0.3951, 3.2166, 2.9183)
C (-2.0900, 2.1237, 1.5575)
H (-0.6692, 6.8930, 0.7456)
H (0.3884, 6.6234, 2.1417)
H (-1.1163, 5.7068, 1.9915)
H (1.3252, 6.3092, -0.7425)
H (2.0616, 4.7060, -0.4985)
H (2.3159, 5.9923, 0.6955)
H (-0.5106, 3.1306, -2.4223)
H (-0.9792, 4.8378, -2.6425)
H (-2.1957, 3.5474, -2.7669)
H (-2.8620, 4.7448, 0.6099)
H (-3.5996, 4.3764, -0.9570)
H (-2.5663, 5.8036, -0.7875)
H (0.4563, 3.8920, 2.8751)
H (-0.0224, 2.2268, 3.1905)
H (-1.0937, 3.5768, 3.6830)
H (-2.4533, 2.0029, 0.5396)
H (-2.9267, 2.3736, 2.2192)
H (-1.6645, 1.1716, 1.8818)
C (-2.1137, -3.6556, 6.9594)
C (-1.9569, -2.2805, 6.2972)
C (-2.2033, -1.2095, 7.3710)
C (-0.5103, -2.1201, 5.8209)
C (-2.9570, -2.1184, 5.1026)
O (-2.8565, -0.8147, 4.5383)
C (-4.4210, -2.3438, 5.5279)
C (-5.4173, -2.2143, 4.3559)
C (-6.0490, -3.5159, 3.9226)
C (-6.7439, -4.3095, 4.8338)
C (-7.3544, -5.4912, 4.4445)
C (-7.2644, -5.8868, 3.1206)
Cl (-8.0304, -7.3737, 2.6211)
C (-6.5738, -5.1277, 2.1939)
C (-5.9696, -3.9450, 2.6009)
C (-2.5930, -3.1092, 3.9520)
N (-2.3084, -2.4771, 2.6865)
C (-1.2176, -1.7980, 2.3096)
N (-1.3770, -1.3218, 1.0925)
C (-2.6216, -1.7373, 0.7644)
N (-3.2380, -2.4254, 1.7028)
H (-1.2906, -3.8113, 7.6591)
H (-2.0753, -4.4694, 6.2322)
H (-3.0472, -3.7427, 7.5188)
H (-1.5293, -1.3928, 8.2096)
H (-3.2222, -1.2182, 7.7613)
H (-1.9668, -0.2045, 7.0105)
H (0.1564, -2.0705, 6.6844)
H (-0.3498, -1.2090, 5.2446)
H (-0.1628, -2.9622, 5.2199)
H (-2.8523, -0.1748, 5.2565)
H (-4.6652, -1.6115, 6.2991)
H (-4.5224, -3.3276, 5.9898)
H (-4.9196, -1.7504, 3.5040)
H (-6.2252, -1.5346, 4.6409)
H (-6.8159, -3.9998, 5.8707)
H (-7.8940, -6.1012, 5.1562)
H (-6.4988, -5.4600, 1.1676)
H (-5.3909, -3.3641, 1.8933)
H (-3.4131, -3.7984, 3.7612)
H (-1.7277, -3.7052, 4.2298)
H (-0.3551, -1.6722, 2.9444)
H (-3.0849, -1.5209, -0.1859)
O (-1.0983, -0.2903, -5.7425)
S (-1.9220, -0.8822, -4.7238)
O (-2.3335, -2.2479, -4.9221)
N (-1.1103, -0.7082, -3.2416)
C (-1.7736, 0.2980, -2.4146)
O (-1.3165, 0.6177, -1.3026)
C (-2.9524, 0.7539, -3.0353)
C (-3.8851, 1.7028, -2.5309)
C (-5.0090, 1.9916, -3.2589)
C (-5.2750, 1.3788, -4.5078)
C (-4.3678, 0.4551, -5.0220)
C (-3.2373, 0.1668, -4.2944)
H (-3.6967, 2.1634, -1.5685)
H (-5.7244, 2.7046, -2.8633)
H (-6.1733, 1.6272, -5.0565)
H (-4.5416, -0.0263, -5.9769)
O (1.0711, 0.4593, 4.0129)
C (1.3895, 0.0309, 2.8850)
O (1.1586, 0.6136, 1.7893)
C (2.0001, -1.3633, 2.8088)
C (1.7600, -2.1510, 1.6801)
C (2.2428, -3.4547, 1.6906)
C (2.9782, -3.9928, 2.7264)
C (3.2299, -3.1820, 3.8475)
C (2.7102, -1.8704, 3.8826)
N (3.9533, -3.6888, 4.9175)
O (4.3819, -4.8901, 4.8572)
O (4.1537, -2.9438, 5.9331)
N (1.9231, -4.3230, 0.5470)
O (2.5082, -5.3887, 0.4439)
O (1.0607, -3.9567, -0.2328)
H (1.2125, -1.7769, 0.8299)
H (3.3420, -5.0062, 2.7065)
H (2.8603, -1.2746, 4.7699)

## Properties
* frontier orbital gap (spin up / spin down): 3.50 / 4.52 eV
* spin multiplicity: 1
* relative energy (zero: lowest compared OMol25 entry of this formula, charge and spin): 329.7 kJ/mol
* net charge: -2
* highest occupied orbital energy (spin up / spin down): -0.0145 / -0.0517 Ha


Record 3
A structure of composition C23H61CuO22S7 in a non-equilibrium geometry. Source: OMol25; level of theory: the ωB97M-V functional and the def2-TZVPD basis.

Atoms and positions in Å:
Cu (9.6334, -5.6540, -7.5129)
C (10.4464, -9.7137, -7.6836)
C (9.0510, -9.1914, -7.8514)
O (9.0253, -7.7797, -7.8155)
H (10.5407, -10.7982, -7.7379)
H (10.8228, -9.4794, -6.6879)
H (11.0229, -9.2472, -8.4825)
H (8.6073, -9.7872, -7.0537)
H (8.6050, -9.5273, -8.7876)
O (5.1880, -5.4640, -8.6256)
S (4.3615, -6.6853, -8.4993)
O (3.0499, -6.8158, -9.1057)
O (5.2390, -7.9942, -8.9186)
C (4.5185, -9.1808, -9.0424)
C (5.4126, -10.2206, -8.4266)
C (4.1508, -7.2058, -6.6601)
H (4.2648, -9.5136, -10.0489)
H (3.6825, -9.3146, -8.3559)
H (4.8335, -11.1068, -8.1674)
H (5.9764, -9.8456, -7.5724)
H (6.1506, -10.6466, -9.1063)
H (5.0360, -7.7485, -6.3285)
H (3.3044, -7.8665, -6.4722)
H (4.2858, -6.2804, -6.1002)
O (13.8420, -14.0542, -9.3248)
S (12.4047, -13.7353, -9.2589)
O (11.4586, -14.7794, -9.7636)
O (12.1608, -13.3511, -7.6606)
C (10.8543, -13.7313, -7.2943)
C (10.6853, -13.3939, -5.7919)
C (12.0716, -12.0817, -10.1060)
H (10.6724, -14.7759, -7.5470)
H (10.1043, -13.1620, -7.8434)
H (11.5131, -13.8250, -5.2288)
H (9.6949, -13.7140, -5.4684)
H (10.6272, -12.3237, -5.5937)
H (11.0011, -11.9316, -10.2462)
H (12.6598, -12.0173, -11.0214)
H (12.4012, -11.3765, -9.3431)
O (9.3866, -10.3325, -3.8072)
S (8.6015, -9.3173, -3.1613)
O (7.1479, -9.4582, -2.9251)
O (9.3164, -8.9068, -1.7041)
C (8.5087, -8.3069, -0.6680)
C (8.7895, -6.8058, -0.6823)
C (8.9357, -7.7234, -4.0324)
H (8.6156, -8.8815, 0.2521)
H (7.4534, -8.5488, -0.7939)
H (8.5921, -6.4087, 0.3134)
H (8.2356, -6.2599, -1.4460)
H (9.8463, -6.6445, -0.8951)
H (9.7731, -8.0025, -4.6720)
H (9.2025, -6.9300, -3.3343)
H (8.0069, -7.4787, -4.5476)
O (15.0594, -11.6194, -2.7320)
S (14.3812, -10.3665, -2.7106)
O (14.8963, -9.3122, -1.8926)
O (14.2628, -9.8712, -4.3124)
C (13.8882, -10.8138, -5.2870)
C (15.1500, -11.0841, -6.1208)
C (12.5663, -10.5997, -2.4757)
H (13.1003, -10.4066, -5.9207)
H (13.3873, -11.7339, -4.9860)
H (15.9705, -11.4796, -5.5222)
H (15.4652, -10.1275, -6.5377)
H (15.1388, -11.7898, -6.9514)
H (12.3072, -11.6285, -2.7255)
H (11.8757, -9.8448, -2.8517)
H (12.5324, -10.5162, -1.3894)
O (4.4592, -9.9605, -14.8380)
S (3.9834, -9.6276, -13.5142)
O (3.1069, -10.5471, -12.7954)
O (5.3356, -9.1959, -12.5794)
C (6.5824, -9.4128, -13.0660)
C (7.6211, -9.2642, -12.0152)
C (3.1678, -7.9339, -13.4539)
H (6.9909, -8.7112, -13.7932)
H (6.6425, -10.3663, -13.5906)
H (7.7877, -8.2052, -11.8178)
H (8.5475, -9.7732, -12.2815)
H (7.2738, -9.7311, -11.0935)
H (3.7627, -7.2292, -14.0349)
H (3.0526, -7.6216, -12.4160)
H (2.1820, -8.0532, -13.9034)
O (3.5231, -13.2018, -3.8970)
S (3.5867, -12.3790, -5.1182)
O (3.0218, -11.0454, -5.0562)
O (5.1052, -12.2932, -5.6812)
C (6.1248, -11.7395, -4.8451)
C (6.6178, -12.7591, -3.8605)
C (2.8822, -13.1036, -6.6240)
H (5.6189, -10.9417, -4.3015)
H (6.9013, -11.2893, -5.4636)
H (5.9948, -13.1468, -3.0544)
H (7.6003, -12.5168, -3.4555)
H (6.7919, -13.6487, -4.4658)
H (1.7932, -13.0603, -6.6098)
H (3.1530, -14.1580, -6.5686)
H (3.3083, -12.6770, -7.5321)
O (13.5300, -7.2367, -9.3487)
S (12.3541, -6.4304, -9.7743)
O (11.4104, -5.8426, -8.7451)
O (12.8751, -5.3092, -10.8073)
C (13.9599, -4.3965, -10.4811)
C (14.6841, -3.9868, -11.7166)
C (11.4860, -7.4164, -11.0681)
H (14.6844, -4.9535, -9.8871)
H (13.5115, -3.7050, -9.7678)
H (14.2597, -3.0002, -11.9027)
H (14.4750, -4.6376, -12.5656)
H (15.7680, -3.9662, -11.6030)
H (10.6365, -6.7997, -11.3618)
H (11.2259, -8.3223, -10.5205)
H (12.2291, -7.2822, -11.8542)

## Properties
* frontier orbital gap (spin up / spin down): 7.72 / 6.21 eV
* spin multiplicity: 2
* ⟨S²⟩: 0.755
* relative energy (zero: lowest compared OMol25 entry of this formula, charge and spin): 713.2 kJ/mol
* net charge: +1
* highest occupied orbital energy (spin up / spin down): -0.4665 / -0.4665 Ha


Record 4
A structure of composition C42H22Br2N9ORu in a non-equilibrium geometry. Source: OMol25; level of theory: the ωB97M-V functional and the def2-TZVPD basis.

Atoms and positions in Å:
Ru (-0.5362, -0.5230, 0.2708)
C (-1.5827, 3.4165, 5.4389)
C (-2.9234, 3.2787, 5.0884)
C (-3.3020, 2.5383, 3.9724)
C (-2.2979, 1.9531, 3.2273)
C (-2.3305, 1.1111, 2.0229)
N (-1.0389, 0.8022, 1.6688)
C (-0.1809, 1.3497, 2.5695)
N (1.1383, 1.2908, 2.5743)
C (1.8481, 0.5248, 1.7642)
C (3.3161, 0.5018, 1.7294)
C (4.2719, 1.2302, 2.4129)
C (5.6053, 0.9573, 2.1332)
C (5.9648, -0.0230, 1.2078)
C (5.0012, -0.7625, 0.5330)
C (3.6759, -0.4777, 0.8044)
C (2.4242, -1.0588, 0.3018)
N (2.3642, -2.0884, -0.5181)
C (1.2237, -2.6176, -0.9519)
N (-0.0191, -2.1197, -0.8077)
C (-0.9282, -2.9663, -1.3917)
N (-2.2282, -2.8224, -1.4707)
C (-2.9221, -1.8590, -0.8761)
N (-2.4737, -0.9840, 0.0569)
C (-3.4849, -0.1813, 0.4621)
N (-3.4353, 0.7453, 1.4174)
C (-4.7073, -0.5660, -0.2529)
C (-6.0050, -0.0952, -0.1971)
C (-6.9452, -0.7116, -1.0155)
C (-6.5920, -1.7710, -1.8504)
C (-5.2866, -2.2487, -1.8955)
C (-4.3541, -1.6267, -1.0884)
C (-0.1959, -4.1075, -1.9644)
C (-0.6193, -5.2273, -2.6483)
C (0.3556, -6.1334, -3.0585)
C (1.7024, -5.9140, -2.7873)
C (2.1225, -4.7790, -2.0976)
C (1.1511, -3.8853, -1.6979)
N (1.3798, -0.3935, 0.8802)
C (-0.9575, 2.0938, 3.5751)
C (-0.5754, 2.8211, 4.6841)
H (-1.3223, 3.9968, 6.3155)
H (-3.6817, 3.7569, 5.6963)
H (-4.3412, 2.4242, 3.6910)
H (3.9857, 1.9862, 3.1331)
H (6.3827, 1.5140, 2.6414)
H (7.0135, -0.2083, 1.0153)
H (5.2681, -1.5271, -0.1853)
H (-6.2713, 0.7268, 0.4552)
H (-7.9709, -0.3643, -1.0077)
H (-7.3507, -2.2281, -2.4735)
H (-5.0029, -3.0707, -2.5406)
H (-1.6689, -5.3854, -2.8611)
H (0.0635, -7.0248, -3.5997)
H (2.4339, -6.6397, -3.1194)
H (3.1676, -4.5951, -1.8868)
H (0.4691, 2.9217, 4.9495)
C (0.7809, 4.1625, 1.0729)
C (1.3363, 3.3868, -0.0890)
C (2.5935, 3.7526, -0.6329)
C (3.0630, 3.0945, -1.7247)
C (2.2916, 2.0603, -2.3060)
C (2.6566, 1.3766, -3.4902)
Br (4.2939, 1.7653, -4.3689)
C (1.8272, 0.4489, -4.0376)
C (0.6255, 0.1148, -3.3927)
Br (-0.4752, -1.1774, -4.2303)
C (0.2176, 0.6762, -2.1931)
O (-0.8845, 0.2844, -1.5883)
C (1.0711, 1.7273, -1.6708)
N (0.6266, 2.4014, -0.5751)
H (0.8068, 5.2329, 0.8579)
H (1.3673, 3.9915, 1.9789)
H (-0.2499, 3.8679, 1.2600)
H (3.1525, 4.5682, -0.1900)
H (4.0094, 3.3644, -2.1728)
H (2.0930, -0.0539, -4.9564)

## Properties
* frontier orbital gap (spin up / spin down): 5.61 / 4.73 eV
* spin multiplicity: 2
* ⟨S²⟩: 0.974
* relative energy (zero: lowest compared OMol25 entry of this formula, charge and spin): 0.0 kJ/mol
* highest occupied orbital energy (spin up / spin down): -0.2577 / -0.2699 Ha